The following is a quantum chemistry calculation of a structure of composition C24H26N3O9OsSi2, from OMol25.

Highest occupied orbital energy (alpha / beta) ... -3.79 / -4.96 eV
LUMO (alpha / beta) ... 1.2522 / -0.2390 eV
2S+1 ... 5
Energy ... -2441.28539 Ha
Net charge ... -1
ΔE to the lowest compared entry with this formula, charge and spin ... 1.8180 eV
⟨S²⟩ ... 6.07

Last column: Löwdin charge in e.
Element x y z (Å)
Os: 0.012 -0.082 0.091  1.658
O: 4.301 4.322 0.094  0.178
C: 3.456 3.461 0.068  -0.163
C: 1.913 3.697 0.207  -0.306
O: 1.377 4.800 0.415  0.061
C: 1.356 2.402 0.031  -0.274
C: 2.425 1.356 -0.174  -0.273
O: 2.037 0.137 -0.350  -0.206
C: 3.726 1.928 -0.143  -0.300
O: 4.854 1.416 -0.251  0.069
O: 0.128 2.002 0.005  -0.218
C: -4.793 1.070 0.239  -0.196
Si: -2.922 1.257 0.219  0.458
C: -2.565 2.418 -1.193  -0.169
C: -2.463 1.911 1.900  -0.161
N: -1.967 -0.250 -0.043  -0.192
C: -2.427 -1.519 -0.261  -0.302
C: -3.778 -1.916 -0.396  -0.038
C: -4.103 -3.224 -0.629  -0.106
C: -3.096 -4.197 -0.749  -0.104
C: -1.782 -3.844 -0.617  -0.054
C: -1.414 -2.503 -0.359  -0.316
N: -0.137 -2.038 -0.190  -0.203
Si: 1.226 -3.202 0.003  0.456
C: 2.791 -2.365 0.541  -0.175
C: 0.816 -4.431 1.357  -0.160
C: 1.552 -4.031 -1.647  -0.167
H: -5.170 2.084 0.407  0.033
H: -5.166 0.442 1.049  0.034
H: -5.213 0.724 -0.705  0.027
H: -3.117 3.350 -1.045  0.034
H: -2.902 1.975 -2.133  0.033
H: -1.506 2.659 -1.268  0.012
H: -2.963 2.867 2.073  0.038
H: -1.393 2.066 1.997  0.007
H: -2.790 1.211 2.675  0.040
H: -4.561 -1.184 -0.316  0.060
H: -5.143 -3.508 -0.730  0.094
H: -3.360 -5.229 -0.946  0.094
H: -1.022 -4.602 -0.723  0.069
H: 2.668 -1.796 1.465  0.038
H: 3.204 -1.686 -0.200  0.024
H: 3.510 -3.169 0.729  0.037
H: 0.472 -3.884 2.237  0.023
H: 1.736 -4.961 1.617  0.030
H: 0.057 -5.171 1.113  0.020
H: 1.685 -3.274 -2.423  0.035
H: 0.767 -4.711 -1.975  0.016
H: 2.483 -4.598 -1.577  0.029
O: -0.627 -1.707 2.808  0.064
C: -0.093 -0.629 2.989  -0.566
O: 0.373 0.173 2.079  -0.171
C: 0.059 -0.083 4.393  -0.106
C: 0.444 1.235 4.614  0.012
C: 0.550 1.722 5.907  0.016
C: 0.274 0.862 6.954  -0.146
C: -0.105 -0.456 6.764  0.008
C: -0.216 -0.923 5.466  0.006
N: 0.386 1.370 8.337  -0.355
O: 0.714 2.529 8.489  0.071
O: 0.149 0.597 9.245  0.064
H: 0.659 1.871 3.767  0.122
H: 0.841 2.741 6.108  0.120
H: -0.308 -1.086 7.617  0.116
H: -0.524 -1.938 5.261  0.121